[1]
DFT (ωB97M-V with the def2-TZVPD basis set) results for a molecular structure, C3F6NO4ReS3Se3Te in a non-equilibrium geometry.

The lowest unoccupied orbital energy (spin up / spin down) comes out at -2.76 / -2.76 eV. The calculation puts the orbital gap (spin up / spin down) at 4.6 / 4.6 eV. The calculation puts the total energy at -9814.34827 hartree. Its strongest force on any atom is 0.0298 hartree/bohr.

The geometry in ORCA input format:
```
! wB97M-V def2-TZVPD RIJCOSX def2/J DEFGRID3
* xyz 0 1
Re 0.906 -0.225 -1.381
F -1.412 -0.900 3.663
C -0.364 -1.161 2.896
F -0.732 -1.965 1.905
F 0.580 -1.753 3.616
S 0.330 0.410 2.214
O 1.227 -0.004 1.149
O 0.834 1.134 3.322
N -0.984 1.124 1.599
S -1.086 1.039 0.068
O -1.185 -0.321 -0.499
O -0.030 1.733 -0.693
C -2.677 1.906 -0.279
F -2.870 1.860 -1.588
F -2.589 3.160 0.127
F -3.661 1.285 0.350
Se 3.175 0.537 -1.642
Se 4.226 -0.820 -3.258
Te 3.410 -3.067 -2.635
Se 1.554 -2.557 -1.114
S 0.613 -0.892 -4.667
C 0.737 -0.523 -3.152
*
```

[2]
DFT (ωB97M-V with the def2-TZVPD basis set) results for a single C4H9NO2 molecule.

The calculation puts the energy above the lowest of the compared OMol25 structures with the same formula, charge and spin at 37.7 kcal per mole. The lowest unoccupied orbital energy comes out at 0.91 eV. The calculation puts the orbital gap at 10.0 eV. The calculation puts the total energy at -363.02547 hartree. As for the SMILES: CNCC(=O)OC. Its strongest force on any atom is 0.0107 hartree/bohr.

The geometry in ORCA input format:
```
! wB97M-V def2-TZVPD RIJCOSX def2/J DEFGRID3
* xyz 0 1
C 0.700 -0.557 -2.500
N 0.951 0.430 -1.463
C 0.732 -0.079 -0.138
C -0.684 0.041 0.384
O -1.581 0.632 -0.156
O -0.786 -0.550 1.607
C -0.989 0.335 2.702
H 1.418 -1.375 -2.373
H 0.889 -0.099 -3.474
H -0.317 -0.988 -2.502
H 0.347 1.236 -1.598
H 1.344 0.469 0.597
H 1.047 -1.125 -0.063
H -1.238 -0.288 3.560
H -1.784 1.062 2.513
H -0.047 0.857 2.905
*
```

[3]
DFT (ωB97M-V with the def2-TZVPD basis set) results for 2 unconnected molecules or ions with the total composition C25H21ClN2O2S in a non-equilibrium geometry.

The calculation puts the energy above the lowest of the compared OMol25 structures with the same formula, charge and spin at 136.6 kcal per mole. The lowest unoccupied orbital energy comes out at -2.17 eV. The calculation puts the orbital gap at 3.8 eV. The calculation puts the total energy at -2083.44571 hartree. Its strongest force on any atom is 0.0575 hartree/bohr.

The geometry in ORCA input format:
```
! wB97M-V def2-TZVPD RIJCOSX def2/J DEFGRID3
* xyz 0 1
N -0.010 7.057 -1.013
C -0.218 5.975 -0.620
C -0.484 4.657 -0.129
C -1.433 3.842 -0.755
C -1.770 2.594 -0.212
C -1.192 2.168 0.987
S -1.467 0.450 1.611
C -2.868 -0.107 2.620
Cl -2.350 -1.369 3.641
O -1.560 -0.351 0.407
O -0.286 0.371 2.461
C -0.159 2.931 1.545
C 0.183 4.174 1.001
H -1.901 4.210 -1.673
H -2.484 1.950 -0.722
H -3.454 0.692 3.086
H 0.393 2.554 2.402
H 0.969 4.785 1.451
C -7.067 -0.718 7.238
N -6.611 -1.645 6.216
C -6.017 -1.296 5.042
C -5.770 -2.454 4.267
C -5.126 -2.450 3.024
C -4.768 -3.679 2.348
C -4.057 -4.730 2.999
C -3.864 -5.955 2.366
C -4.432 -6.220 1.113
C -4.225 -7.549 0.473
C -5.087 -5.179 0.447
C -5.194 -3.915 1.012
C -6.300 -3.587 5.063
C -6.521 -4.947 4.860
C -7.059 -5.735 5.894
C -7.408 -5.173 7.127
C -7.292 -3.793 7.315
C -6.775 -3.032 6.275
H -7.466 -1.257 8.105
H -6.245 -0.075 7.572
H -7.860 -0.078 6.831
H -5.794 -0.273 4.770
H -5.081 -1.515 2.463
H -3.672 -4.564 4.017
H -3.291 -6.741 2.867
H -4.633 -7.578 -0.535
H -3.171 -7.834 0.410
H -4.729 -8.318 1.057
H -5.508 -5.381 -0.543
H -5.679 -3.103 0.456
H -6.280 -5.408 3.909
H -7.180 -6.806 5.752
H -7.804 -5.785 7.936
H -7.588 -3.311 8.244
*
```

- What is the strongest force on any atom in the first record?
  0.0298 hartree/bohr